No. 1
Below is a 10-piece molecular cluster, C25H72N2O17 overall at a distorted geometry, with properties calculated with ωB97M-V with the def2-TZVPD basis set.

Geometry as ORCA input:
```
! RIJCOSX wB97M-V def2-TZVPD def2/J DEFGRID3
* xyz 0 1
C -16.12598 9.68298 13.13282
O -15.27167 8.49965 12.99231
C -14.11676 8.58945 12.21790
C -13.12813 7.61147 12.81395
C -12.62131 8.30032 14.10293
N -11.94888 7.15538 11.97391
H -17.10306 9.44234 13.58188
H -16.32717 10.15141 12.19962
H -15.54008 10.38792 13.72269
H -14.42596 8.32979 11.19013
H -13.65895 9.62666 12.12975
H -13.60795 6.66079 13.04191
H -12.31458 9.30324 13.97551
H -11.74102 7.78462 14.52556
H -13.33936 8.24276 14.95274
H -11.40506 8.02443 11.83822
H -12.33534 6.95267 11.08138
C -15.38285 2.49826 19.11713
O -14.57839 3.40060 18.29465
C -14.77217 3.25337 16.86615
C -13.39499 3.59973 16.23001
C -13.00487 5.08809 16.26337
N -13.46430 3.25954 14.74478
H -15.45168 2.91570 20.10389
H -14.91760 1.50954 19.09697
H -16.38419 2.39596 18.65589
H -14.93443 2.20969 16.60345
H -15.61477 3.91448 16.49640
H -12.63535 3.03070 16.79826
H -13.73870 5.77650 15.82872
H -12.03586 5.21148 15.71363
H -12.91578 5.36370 17.30986
H -13.55618 2.26293 14.61062
H -12.66822 3.68443 14.31387
C -20.25204 4.85460 15.10614
C -18.84694 5.35862 15.08165
C -18.69464 6.68933 14.34226
O -18.22327 5.47207 16.42030
H -20.78618 4.82592 14.18948
H -20.85030 5.54545 15.67151
H -20.43814 3.84544 15.52557
H -18.23381 4.56678 14.63901
H -19.23685 7.56571 14.78175
H -19.07045 6.63107 13.27799
H -17.64909 6.92620 14.22967
H -18.78744 6.09076 16.94292
O -20.03432 3.20997 10.37499
C -20.32690 1.97939 9.64703
C -19.05500 1.07157 9.48092
O -18.56642 0.48981 10.73499
H -20.25943 3.11155 11.30921
H -21.07767 1.42864 10.22121
H -20.71119 2.34338 8.69907
H -18.30016 1.62990 9.03111
H -19.26439 0.27851 8.76894
H -18.39305 1.22381 11.28403
O -17.38073 7.85526 8.02065
C -18.37910 8.35913 8.98516
C -18.12959 7.70123 10.29813
O -18.31466 6.33000 10.30230
H -17.75434 7.40475 7.27922
H -18.28526 9.40347 9.06048
H -19.38136 8.09974 8.73404
H -18.69241 8.14288 11.09182
H -17.10926 7.89722 10.63320
H -17.42829 6.03685 10.00979
O -8.71620 3.83745 9.76318
C -9.18447 4.59725 10.96469
C -10.45331 3.91392 11.36783
O -10.77660 4.31407 12.68168
H -7.91561 4.24339 9.42962
H -8.46343 4.48707 11.77858
H -9.38564 5.64643 10.65159
H -10.33355 2.82273 11.47507
H -11.32287 3.97483 10.64692
H -11.10882 5.25813 12.63141
O -14.66387 8.17481 8.23573
C -13.88410 7.77765 7.10589
C -12.50453 7.57493 7.72888
O -12.65900 6.68173 8.82934
H -15.63268 8.23572 7.90493
H -14.21695 6.77198 6.76625
H -13.95798 8.52816 6.35435
H -12.18328 8.46300 8.21351
H -11.81875 7.28328 6.97221
H -12.49012 5.75954 8.54280
O -15.47318 5.79719 9.84010
C -14.79067 5.03664 10.77112
C -15.61128 5.08472 12.07230
O -16.86697 4.46779 11.83316
H -14.92474 6.46149 9.41119
H -14.89749 3.98024 10.43073
H -13.74722 5.27999 10.77506
H -15.82527 6.14890 12.25972
H -15.14191 4.57733 12.88894
H -17.49405 5.18695 11.64694
O -13.49489 3.83506 8.03385
C -13.40682 2.38470 7.96906
C -13.50633 1.55927 9.24671
O -14.81400 1.61925 9.71501
H -14.40373 4.04490 8.30349
H -14.25719 2.08701 7.30853
H -12.46897 2.22136 7.47928
H -12.80555 1.82735 10.04321
H -13.21816 0.55787 8.88224
H -14.77391 1.26436 10.62224
O -18.20497 2.53816 13.02039
C -17.34126 1.89452 13.93059
C -16.64658 0.75275 13.22850
O -15.74883 1.33443 12.24015
H -17.69161 3.19480 12.53927
H -16.48635 2.53894 14.33883
H -17.89471 1.72758 14.86075
H -17.41068 0.09524 12.76579
H -16.13428 0.04110 13.88025
H -15.01190 1.75228 12.74756
*
```

Results
Strongest force on any atom ... 3.04 eV/A
Highest occupied orbital energy ... -9.253 eV
ΔE to the lowest compared entry with this formula, charge and spin ... 0.0 kcal/mol
LUMO ... 0.0180 Eh
Structure (SMILES) ... COC[C@H](C)N.COC[C@H](C)N.CC(C)O.OCCO.OCCO.OCCO.OCCO.OCCO.OCCO.OCCO

---

No. 2
Below is a 11-piece molecular cluster, C25H72N8O11 overall at a distorted geometry, with properties calculated with ωB97M-V with the def2-TZVPD basis set.

Geometry as ORCA input:
```
! RIJCOSX wB97M-V def2-TZVPD def2/J DEFGRID3
* xyz 1 2
C -2.17759 -0.31620 -3.37801
C -3.24973 -1.44533 -3.22119
C -3.54041 -2.08043 -4.54033
O -2.84262 -2.41915 -2.29951
H -1.27938 -0.51886 -3.96130
H -1.85947 -0.04657 -2.37093
H -2.62953 0.63608 -3.65552
H -4.23119 -1.07255 -2.92816
H -2.71576 -2.75420 -4.77294
H -3.90850 -1.44907 -5.34902
H -4.41998 -2.72403 -4.52535
H -3.48981 -3.11941 -2.18823
C 3.80505 1.31456 -3.23700
C 3.40572 0.03394 -2.51111
C 2.60351 -0.92409 -3.44199
O 4.75137 -0.53989 -2.22660
H 4.20796 1.09939 -4.22669
H 4.51237 1.81342 -2.57448
H 2.89610 1.90150 -3.36896
H 2.86623 0.30314 -1.60304
H 2.35552 -1.84570 -2.91547
H 3.14355 -1.25391 -4.32950
H 1.66641 -0.42496 -3.68859
H 5.33177 0.19404 -2.01197
C 3.47552 -2.82288 1.55795
C 4.09133 -1.55327 0.98245
C 4.50447 -0.58270 2.09822
O 5.33324 -1.86528 0.24526
H 3.05432 -3.53604 0.84936
H 2.78288 -2.61538 2.37361
H 4.08174 -3.47926 2.18225
H 3.33737 -1.01402 0.40900
H 3.60096 -0.39860 2.67947
H 4.93890 0.36175 1.77052
H 5.15891 -1.08777 2.80865
H 5.34180 -1.40391 -0.59657
C -2.13368 -1.44613 5.35303
C -2.64562 -2.22630 4.17288
C -1.86161 -2.02528 2.84717
O -2.30231 -3.53864 4.51457
H -2.78600 -1.64598 6.20312
H -2.37003 -0.38207 5.35010
H -1.09526 -1.51326 5.67749
H -3.73091 -2.15533 4.10075
H -1.73831 -0.97170 2.59648
H -2.32930 -2.41060 1.94113
H -0.93420 -2.59547 2.79331
H -1.37153 -3.41255 4.71295
C -0.59263 -0.64046 -0.01408
C -0.03086 0.77656 0.17194
C -0.63087 1.79217 -0.90641
O -0.39115 1.06250 1.52272
H -1.67152 -0.58170 -0.15777
H -0.34300 -1.34341 0.78068
H -0.19363 -1.08875 -0.92399
H 1.04930 0.72500 0.03519
H -1.71389 1.72248 -0.80487
H -0.25503 1.86724 -1.92681
H -0.46013 2.79233 -0.50812
H -0.04060 0.44398 2.16782
C -2.94431 5.86401 -3.77075
C -2.39359 5.67860 -2.34279
C -2.73990 4.28980 -1.80605
O -0.98805 5.77825 -2.25162
H -2.70990 6.86415 -4.13527
H -3.94579 5.66895 -4.15425
H -2.28672 5.22588 -4.36106
H -2.82592 6.54516 -1.84252
H -2.35452 3.48607 -2.43343
H -3.81544 4.11394 -1.78588
H -2.26502 4.27374 -0.82507
H -0.83912 5.90987 -1.31242
C 2.02024 4.68202 -0.27005
C 2.02902 3.94195 1.09065
C 3.12443 2.86005 1.33301
O 2.06268 4.90561 2.10239
H 2.40822 4.09852 -1.10498
H 2.86884 5.36611 -0.27294
H 1.15572 5.31268 -0.47732
H 1.15490 3.31067 1.25033
H 2.96439 2.10216 0.56614
H 3.21058 2.52486 2.36661
H 3.99787 3.41860 0.99654
H 2.80108 5.47078 1.86378
C 0.34236 -4.32044 -2.98551
O 1.23784 -3.87269 -2.38478
N -0.90804 -4.26188 -2.67968
N 0.42240 -4.86292 -4.17151
H -1.51352 -4.81427 -3.26989
H -1.20494 -3.42044 -2.20647
H 1.32782 -4.81816 -4.61683
H -0.46063 -5.06068 -4.62010
C -3.66728 2.80987 1.46409
O -4.58356 3.48285 1.06930
N -3.88878 1.51628 1.80584
N -2.43183 3.16447 1.67032
H -3.16267 0.96722 2.24335
H -4.64093 1.02234 1.34719
H -2.22625 4.13300 1.47086
H -1.70774 2.46048 1.65690
C 1.10362 -0.32651 4.60711
O 0.58821 -0.37955 3.49717
N 1.36909 0.72154 5.20735
N 1.58890 -1.37981 5.13337
H 1.11243 1.58147 4.74394
H 1.91108 0.79925 6.05607
H 1.95891 -1.32691 6.07165
H 1.32266 -2.27845 4.75697
C -0.71571 -5.59128 0.81986
O -0.08582 -6.51359 0.35471
N -1.53316 -5.53968 1.81746
N -0.59885 -4.33730 0.36814
H -1.64825 -4.74361 2.42830
H -2.15585 -6.33473 1.80158
H 0.08077 -4.08432 -0.33487
H -1.25221 -3.65294 0.72152
*
```

Results
Strongest force on any atom ... 8.56 eV/A
Highest occupied orbital energy (spin up / spin down) ... -11.189 / -11.189 eV
ΔE to the lowest compared entry with this formula, charge and spin ... 50.2 kcal/mol
LUMO (spin up / spin down) ... -0.0975 / -0.3165 Eh

---

No. 3
Below is a 13-piece molecular cluster, C25H76N4O13 overall at a distorted geometry, with properties calculated with ωB97M-V with the def2-TZVPD basis set.

Geometry as ORCA input:
```
! RIJCOSX wB97M-V def2-TZVPD def2/J DEFGRID3
* xyz 0 1
C -5.60651 0.04038 2.60081
O -4.48547 0.88709 2.41995
H -5.76342 -0.16609 3.65672
H -5.29954 -0.93765 2.19478
H -6.44562 0.52261 1.99610
H -4.11906 0.81381 1.53778
C 1.84647 0.11401 -5.10072
O 1.58773 0.08517 -3.68423
H 1.92045 -0.96326 -5.31025
H 2.81698 0.61517 -5.40486
H 0.99732 0.45632 -5.59783
H 2.34819 -0.43907 -3.31717
C -1.62261 4.06998 2.00140
O -2.30364 2.80113 2.08578
H -0.89762 4.01375 2.77990
H -2.29555 4.92098 2.13931
H -1.07548 4.05094 0.97614
H -3.12369 2.91204 2.55356
C 3.50590 0.74977 4.59387
O 2.90508 -0.51348 4.33629
H 2.93551 1.63481 4.38331
H 4.47145 0.88555 4.00542
H 3.98127 0.83333 5.56230
H 2.09456 -0.48032 4.81210
C -0.13621 2.26568 5.18400
O 0.29428 1.00600 5.64648
H 0.64024 2.79287 4.58263
H -0.40468 2.83455 6.04644
H -1.01776 2.31630 4.56752
H 0.92726 1.19351 6.35941
C -1.93234 1.02421 -4.65169
O -1.14653 2.21201 -4.54730
N -1.38833 -0.17429 -4.42614
N -3.24859 1.11040 -4.82349
H -0.34387 -0.08203 -4.24842
H -1.80596 -1.06997 -4.59228
H -3.64048 1.99944 -4.74098
H -3.88282 0.43155 -5.23390
C -3.51480 -0.01645 -1.38054
O -3.90955 -0.05168 -0.11820
N -4.30668 -0.04124 -2.40227
N -2.29039 0.08601 -1.74282
H -5.29590 -0.30498 -2.23055
H -3.94085 0.05783 -3.31246
H -1.66580 0.27824 -0.96247
H -1.96388 -0.00443 -2.75611
C 0.11707 -3.92761 -2.69819
C 0.91038 -2.96342 -1.78395
C -0.08501 -2.35357 -0.77010
O 1.86504 -3.32984 -1.09593
H -0.81664 -3.45378 -2.99516
H -0.18782 -4.74602 -2.11383
H 0.60098 -4.17834 -3.67339
H 1.29822 -2.32903 -2.58266
H -0.96738 -1.85311 -1.21179
H 0.34505 -1.59032 -0.12565
H -0.43198 -3.06692 -0.06464
H 2.69180 -2.93699 -1.41242
C 3.70254 -0.32700 -1.12593
C 4.59031 -0.91805 -2.19507
C 5.41616 -2.20529 -1.80890
O 4.05832 -1.18471 -3.32100
H 4.19101 -0.18542 -0.12362
H 2.91762 -1.04982 -0.82587
H 3.23389 0.57200 -1.47586
H 5.35956 -0.16500 -2.33309
H 4.65844 -3.02480 -1.79039
H 5.94617 -2.06732 -0.84526
H 6.18702 -2.45695 -2.46053
H 3.90155 -2.13621 -3.36554
C 1.36594 0.87932 1.35032
C 0.27750 1.47536 0.48078
C 0.60438 1.46435 -1.03267
O -0.91516 1.01388 0.71042
H 1.33286 -0.20321 1.40625
H 1.35100 1.32989 2.39597
H 2.25853 1.31143 0.90753
H 0.28029 2.53888 0.69416
H 1.51387 2.07465 -1.15796
H -0.14809 1.92711 -1.69660
H 0.70190 0.41634 -1.49740
H -1.50920 1.73522 0.90548
C -1.28991 -2.37051 4.13761
C -1.12990 -1.52168 2.89863
C -2.15198 -1.84912 1.83471
O -1.12854 -0.30701 3.13735
H -2.37646 -2.59787 4.43423
H -0.76628 -1.88189 5.02183
H -0.89085 -3.36180 4.00389
H -0.14489 -1.76588 2.46605
H -3.05561 -1.38857 2.18001
H -2.36136 -2.85137 1.71757
H -1.87467 -1.57823 0.85123
H -1.17597 0.07213 2.28496
C -3.11600 3.53745 -1.06667
C -3.84602 3.54517 -2.36783
C -5.02273 4.41661 -2.53175
O -3.06033 3.87694 -3.31325
H -2.89835 4.54698 -0.98833
H -2.26178 2.92586 -1.18282
H -3.66709 3.21243 -0.24784
H -4.03633 2.48066 -2.58027
H -5.43972 4.33266 -3.52754
H -4.76788 5.41512 -2.29780
H -5.84143 4.26760 -1.79160
H -2.37650 3.22035 -3.51501
C 5.29529 -1.77727 1.96133
C 4.69606 -3.16094 1.92808
C 3.18301 -3.16558 2.08203
O 5.02056 -3.96936 0.97731
H 4.72730 -1.15503 2.60718
H 5.30133 -1.36122 1.01244
H 6.34431 -1.66798 2.26964
H 4.87103 -3.71434 2.86120
H 2.62307 -4.05031 1.75887
H 2.84697 -2.41774 1.48899
H 2.83663 -2.93889 3.05279
H 5.91985 -3.85351 0.73796
*
```

Results
Strongest force on any atom ... 10.90 eV/A
Highest occupied orbital energy ... -8.304 eV
ΔE to the lowest compared entry with this formula, charge and spin ... 166.1 kcal/mol
LUMO ... 0.0000 Eh

---

No. 4
Below is C25H77N16O16V as an isolated structure at a distorted geometry, with properties calculated with ωB97M-V with the def2-TZVPD basis set.

Geometry as ORCA input:
```
! RIJCOSX wB97M-V def2-TZVPD def2/J DEFGRID3
* xyz 0 1
O -1.35051 -1.28003 -4.50970
V -1.18174 0.30282 -4.46864
O 0.05828 0.67622 -5.36427
C 0.95540 -0.75391 -0.59058
C -0.31768 -0.13191 -1.17139
C -0.91161 0.85349 -0.16541
O -0.12948 0.40113 -2.45285
H 1.43251 -1.32021 -1.39033
H 0.77291 -1.30930 0.33111
H 1.66879 0.00448 -0.24710
H -1.06945 -0.93733 -1.20905
H -0.28233 1.73226 0.01135
H -1.00728 0.43070 0.84012
H -1.92082 1.20763 -0.38618
C -0.00645 -4.45634 2.98022
O 0.13146 -4.94727 4.09250
N 0.57568 -5.01696 1.86543
N -0.78473 -3.38053 2.65916
H 1.14173 -5.83451 1.99370
H 0.40905 -4.63382 0.94807
H -0.72692 -3.13692 1.68532
H -1.35995 -2.87396 3.30151
C -1.54667 3.42841 -3.37290
O -1.74270 2.55368 -4.23660
N -1.75271 4.72648 -3.65541
N -1.07552 3.16589 -2.13017
H -1.67491 5.41801 -2.93484
H -1.91804 5.00884 -4.60400
H -0.95594 2.17137 -1.96140
H -1.11919 3.86363 -1.41395
C -0.51354 -4.55206 -1.45727
O -0.62641 -3.71936 -0.52903
N -0.70645 -4.19864 -2.73336
N -0.21854 -5.85327 -1.26059
H -0.56013 -4.82953 -3.49645
H -0.93448 -3.23562 -2.89229
H -0.12760 -6.25609 -0.34429
H -0.14081 -6.52066 -2.00485
C 4.27086 -3.28786 1.21846
O 4.78170 -2.17242 1.35564
N 4.89576 -4.44597 1.55304
N 3.02902 -3.45370 0.70177
H 4.36210 -5.29098 1.59557
H 5.85185 -4.41268 1.85327
H 2.72635 -4.34435 0.36159
H 2.56913 -2.62252 0.36998
C 2.39289 -2.55816 -4.68319
O 1.56952 -3.46968 -4.53736
N 2.22986 -1.36723 -4.04601
N 3.53190 -2.67201 -5.43052
H 2.96431 -0.68628 -4.08938
H 1.35840 -1.36325 -3.54443
H 4.15184 -1.88576 -5.45364
H 3.50365 -3.42805 -6.08921
C 3.09875 3.78471 1.94274
O 2.66813 4.92246 1.76127
N 4.15036 3.50119 2.76810
N 2.54967 2.66521 1.40474
H 4.60902 4.29406 3.17833
H 4.57301 2.58876 2.76948
H 1.86533 2.72969 0.68251
H 2.86923 1.76163 1.72525
C -4.19002 -1.80826 0.73305
O -5.31948 -1.88123 1.20529
N -3.57572 -2.86126 0.09798
N -3.43001 -0.68274 0.81755
H -2.67128 -2.86897 -0.34641
H -4.13959 -3.69134 0.04613
H -2.50462 -0.70704 0.43250
H -3.76940 0.04463 1.43452
C 5.14012 -0.31430 -2.39429
O 6.24546 -0.84867 -2.44398
N 4.64797 0.52854 -3.34667
N 4.32512 -0.42734 -1.31964
H 5.34113 0.83188 -4.01395
H 3.77168 1.03909 -3.38112
H 3.40252 -0.03488 -1.34040
H 4.58712 -0.93933 -0.49339
C 3.64492 3.57799 -1.59663
C 2.18995 3.25305 -1.98858
O 2.23141 2.20053 -2.94867
H 3.64291 4.30599 -0.78242
H 4.21132 3.79263 -2.49954
H 4.08452 2.70329 -1.10984
H 1.81423 4.18003 -2.43481
H 1.69702 2.91923 -1.07793
H 1.41096 1.71975 -2.70732
C -6.33936 3.09555 2.32022
C -5.32447 2.22129 1.60008
C -4.20935 2.97261 0.89671
O -4.68695 1.37063 2.57760
H -5.86770 3.79998 3.00760
H -6.94640 2.48677 2.99869
H -7.05298 3.57223 1.64889
H -5.81575 1.55747 0.87998
H -3.73123 3.60888 1.64932
H -4.59311 3.68965 0.17140
H -3.44986 2.28692 0.53282
H -5.40678 0.90638 3.02564
C -1.03798 2.68192 3.02641
C -1.57179 1.79939 4.13480
C -0.68735 1.80048 5.38353
O -2.86613 2.18739 4.54579
H -1.01405 3.72689 3.33665
H -1.60345 2.45342 2.12063
H -0.00549 2.45099 2.74153
H -1.62014 0.76523 3.76214
H -1.05061 1.08672 6.11606
H -0.63846 2.83185 5.74225
H 0.35272 1.61508 5.10419
H -3.54797 2.04279 3.86892
C -4.54201 1.21712 -1.99085
C -3.85420 -0.01190 -2.57432
C -4.78748 -1.19405 -2.56895
O -3.39708 0.34267 -3.87983
H -5.38748 1.49882 -2.62317
H -3.88291 2.04430 -1.72703
H -4.96059 0.95191 -1.01410
H -3.00729 -0.18329 -1.90660
H -4.42115 -1.99807 -3.21408
H -5.80916 -0.98658 -2.89574
H -4.86193 -1.68314 -1.59660
H -4.07544 0.78710 -4.39797
C 1.95563 -1.08035 3.31561
C 3.09938 -0.10007 3.49635
C 4.08873 -0.59742 4.53634
O 3.74534 0.28210 2.27632
H 1.12282 -0.56698 2.82975
H 1.58383 -1.49373 4.25354
H 2.29527 -1.93716 2.73075
H 2.67886 0.83820 3.87544
H 3.66288 -0.58861 5.53715
H 5.02179 -0.04426 4.43622
H 4.27927 -1.64922 4.29629
H 4.32345 -0.44288 1.97873
*
```

Results
Strongest force on any atom ... 3.52 eV/A
Highest occupied orbital energy ... -9.354 eV
LUMO ... -0.0396 Eh